# 1
191
Properties=species:S:1:pos:R:3:lowdin_charge:R:1 method="wB97M-V/def2-TZVPD" total_charge=-2 gap_ev=5.553 multiplicity=1 relative_energy_kcal_mol=9.3
C 6.202 2.333 2.709 -0.08
H -7.292 0.786 0.511 0.09
H 6.755 4.984 -4.064 0.09
H -4.227 -0.722 -3.178 0.02
H 0.399 -7.310 -0.100 0.08
C -0.643 0.280 -6.599 -0.10
H -0.444 4.586 0.640 0.10
H 6.612 -1.238 -4.004 0.10
H -2.893 0.502 2.717 0.09
C 5.038 -0.659 5.463 -0.09
C -5.923 2.070 1.542 -0.24
C 4.601 -1.368 -4.711 -0.10
H 5.977 -1.195 -1.659 0.08
C 6.372 4.437 -3.212 -0.11
C 4.661 -5.012 2.192 -0.10
C -0.024 3.796 0.023 -0.07
C -1.300 -4.218 4.826 -0.10
H 0.788 -2.585 -5.522 0.11
C -7.547 6.809 1.640 -0.12
C -3.282 3.598 -1.617 -0.17
H -3.136 -4.910 -0.250 0.07
C 3.901 -4.033 2.810 -0.12
P 4.637 1.989 0.315 1.10
C -6.989 0.133 2.526 -0.10
Si -3.447 -2.336 -1.417 0.38
C 2.030 -4.217 -3.051 -0.09
H 4.440 5.647 3.581 0.10
H 8.461 -2.152 0.688 0.09
C 4.442 -0.769 6.713 -0.11
C -6.973 4.683 0.613 -0.26
H 3.876 4.448 1.500 0.10
Ge -5.650 3.258 -0.037 1.01
H -0.417 -1.160 3.680 0.04
C -1.388 -2.864 4.549 -0.09
C 1.013 1.777 -1.520 -0.20
C 5.855 0.631 0.242 -0.43
C -0.481 -5.210 -3.673 -0.07
C -0.318 -3.864 -3.401 -0.11
H -4.632 3.157 2.863 0.10
C 3.272 -1.414 -4.344 -0.11
H 4.593 -3.833 -0.972 0.10
P 1.053 -1.564 -2.683 1.06
H -7.479 4.559 -2.069 0.10
H 5.894 2.676 -4.345 0.10
C -7.132 0.926 -3.297 -0.09
C 6.509 2.998 3.887 -0.10
O -2.265 1.433 -1.763 -0.06
C 3.856 -1.309 -1.962 -0.29
H -2.078 -7.102 -0.050 0.09
C -8.028 3.133 -3.570 -0.11
C -4.634 -1.490 -0.197 -0.18
H 1.970 3.330 -2.660 0.10
C 0.678 -5.178 -0.211 -0.11
C -0.161 -4.918 4.456 -0.09
C 5.191 -1.254 -2.400 -0.13
C -2.061 -4.983 -0.292 -0.08
O -4.083 1.666 -0.495 -0.15
H 4.819 -0.955 3.351 0.09
H -8.400 1.514 -4.930 0.09
H -8.636 3.381 0.286 0.10
H 1.445 -2.010 5.758 0.09
C -0.079 -6.339 -0.161 -0.14
H -3.062 -1.842 -3.872 0.02
C -6.490 1.333 -2.136 -0.10
H 1.756 -5.244 -0.151 0.09
C -0.352 2.472 0.302 -0.29
H -9.624 7.138 2.082 0.09
C 0.789 4.118 -1.054 -0.11
C 7.216 0.923 0.129 -0.12
H -5.864 0.639 -1.593 0.07
C 2.871 -1.379 -3.005 -0.37
C -7.382 3.534 -2.410 -0.12
C -4.343 -3.896 -2.106 -0.19
H 6.088 -2.682 0.805 0.08
C 8.156 -0.083 0.243 -0.10
C 3.652 -2.856 0.688 -0.34
H 5.846 4.808 0.110 0.09
H -0.093 -5.983 4.644 0.10
H -6.490 -0.297 4.570 0.09
C -1.460 -6.218 -0.165 -0.12
H -3.372 4.463 0.354 0.06
H 0.506 0.711 3.763 0.05
C -8.326 4.349 0.665 -0.13
H 6.040 -0.255 5.380 0.09
H -0.998 0.749 -7.509 0.09
C 3.152 -1.268 6.810 -0.10
H -2.295 1.926 0.983 0.10
C -6.608 5.929 1.117 -0.12
C 0.330 -0.904 -4.258 -0.35
H 9.210 0.136 0.121 0.09
C 2.456 -1.638 5.669 -0.09
C 5.382 3.035 -1.006 -0.37
C -0.755 0.936 -5.384 -0.07
H -2.516 -0.507 -2.854 -0.02
C 6.377 -1.660 0.607 -0.11
H 1.128 1.369 2.246 0.08
C 0.309 1.422 2.965 -0.11
H 4.972 -0.454 7.602 0.09
H 7.531 1.945 -0.053 0.11
C 5.852 4.337 -0.863 -0.09
H -5.667 -1.521 -0.551 0.02
H -0.427 0.860 -3.277 0.06
C -4.019 4.345 -0.519 -0.23
N -0.936 1.093 2.293 -0.27
H 2.532 -1.467 -5.129 0.07
C -6.341 0.369 3.729 -0.11
C 5.271 2.861 1.816 -0.36
H 2.716 -6.234 -3.288 0.10
H 5.405 -5.761 0.326 0.10
H 2.679 -1.362 7.780 0.09
C 5.388 -0.694 0.374 -0.32
H 1.018 5.152 -1.282 0.09
H -3.597 -4.594 -2.489 0.01
H 0.282 2.434 3.404 0.09
C -2.000 0.837 3.246 -0.11
Si 3.466 -1.047 -0.035 0.67
C 1.863 -5.566 -3.325 -0.09
H -3.846 3.668 -2.554 0.11
H 6.702 1.402 2.479 0.09
C 0.080 -3.940 -0.332 -0.10
H 3.781 -4.051 3.887 0.10
C 3.045 -1.536 4.410 -0.36
H 1.755 -4.842 3.529 0.09
C 3.331 -3.002 2.062 -0.40
H -7.648 -0.720 2.424 0.10
C 4.353 -1.046 4.326 -0.09
H -2.280 -2.314 4.820 0.10
C 4.372 -3.893 0.089 -0.15
C 5.395 2.453 -2.278 -0.09
C 6.344 5.030 -1.960 -0.10
C -8.887 6.455 1.674 -0.12
H -2.267 1.741 3.824 0.09
C 1.324 3.097 -1.821 -0.10
C -6.783 0.980 1.447 -0.11
C 0.894 -4.270 3.836 -0.08
C -3.180 2.103 -1.274 -0.66
C -5.499 1.465 3.846 -0.11
H -1.471 3.116 2.018 0.12
C -9.277 5.218 1.178 -0.11
H -4.609 -1.949 0.792 0.02
C 4.633 4.054 2.164 -0.13
H -2.274 3.981 -1.788 0.10
H -7.029 -0.096 -3.640 0.10
C -1.328 2.193 1.421 -0.21
C 0.380 -1.584 -5.477 -0.13
H -0.053 -1.540 -7.573 0.09
C 7.728 -1.366 0.543 -0.09
C 5.891 3.143 -3.368 -0.09
H -4.936 -4.418 -1.354 0.01
C 0.821 -2.907 3.564 -0.37
C -6.609 2.641 -1.671 -0.23
H 0.698 -3.049 -0.371 0.04
H -2.122 -4.732 5.308 0.09
C -0.286 0.346 -4.220 -0.10
C -1.316 -3.793 -0.463 -0.43
H -4.991 1.658 4.783 0.09
H -7.237 7.773 2.028 0.09
H -10.323 4.933 1.199 0.09
C 4.842 -4.974 0.817 -0.11
H -5.563 6.218 1.100 0.09
H 5.109 -5.805 2.779 0.09
C -5.296 2.305 2.760 -0.12
H -4.349 -0.444 -0.082 -0.01
C 5.564 -1.283 -3.729 -0.10
H -1.687 0.063 3.949 0.05
H -1.464 -5.599 -3.907 0.10
H 1.468 1.000 -2.128 0.04
H -8.633 3.840 -4.126 0.09
P 2.143 -1.829 2.832 1.08
H 0.481 -7.122 -3.844 0.09
H -1.172 -3.199 -3.404 0.09
H 7.245 2.571 4.559 0.09
H -5.007 -3.641 -2.934 0.02
H 5.010 1.446 -2.395 0.09
H 6.709 6.043 -1.835 0.09
H 4.876 -1.406 -5.758 0.09
N -1.894 -2.584 -0.734 -0.16
C 0.942 -3.352 -3.091 -0.38
C 0.150 1.437 -0.487 -0.26
C -0.339 -2.215 3.917 -0.12
C 0.611 -6.066 -3.640 -0.10
C -0.103 -0.997 -6.636 -0.09
H -1.215 1.915 -5.338 0.11
C 5.886 4.192 4.210 -0.11
Cd -0.652 -0.558 -0.378 1.38
H -4.328 5.339 -0.851 0.06
H 3.009 -3.840 -2.787 0.09
C -7.905 1.825 -4.017 -0.11
C 4.943 4.719 3.337 -0.10
C -3.296 -1.256 -2.980 -0.17
H 6.119 4.698 5.139 0.09


# 2
280
Properties=species:S:1:pos:R:3:lowdin_charge:R:1 method="wB97M-V/def2-TZVPD" total_charge=+8 gap_ev=6.587 multiplicity=1
B -3.949 -2.176 0.406 -1.30
H -2.373 -4.593 1.118 0.12
C -2.357 -5.744 -0.726 0.00
C -3.977 -3.370 -7.444 0.08
C -2.216 9.001 10.040 -0.08
C 0.163 -6.658 0.020 0.05
H -6.898 -12.074 5.692 0.13
H -6.758 7.935 0.509 0.14
C -6.229 -7.378 5.206 -0.11
C -4.243 7.257 0.596 -0.10
C -4.420 -4.125 5.322 0.04
C -2.110 -2.240 -6.516 0.02
H 4.965 2.592 -8.382 0.12
C -4.553 7.412 -1.892 0.07
F -5.094 -2.328 1.166 0.12
C 1.703 -2.174 -1.452 -0.07
C -2.931 7.655 10.193 -0.21
C 3.942 3.227 3.640 0.06
H 2.676 3.472 -3.476 0.11
C 6.623 5.318 -7.673 -0.06
C -4.835 -5.431 5.600 0.04
H 6.036 6.640 -10.231 0.14
H -0.832 -1.481 -2.636 0.10
C -4.955 -0.970 -3.505 0.03
H -6.289 -3.389 2.688 0.14
N 2.478 3.663 -1.385 -0.07
H -5.397 7.613 -2.544 0.09
H 8.372 5.285 -11.693 0.12
F -0.225 -0.904 3.343 0.10
H 1.289 3.610 1.675 0.13
H -7.017 0.490 -5.648 0.16
H -4.086 4.357 -0.834 0.07
H -4.296 2.959 7.355 0.09
C -1.265 0.830 0.531 -0.22
B -0.800 -4.389 -4.104 -1.34
H 0.146 -4.425 -8.590 0.12
N 3.886 1.202 4.791 -0.07
H 8.094 6.638 -9.582 0.16
H 7.591 5.516 -7.240 0.13
C 5.950 2.984 -8.071 -0.13
H -2.728 5.817 -0.072 0.11
H 6.813 -2.441 0.542 0.10
H -3.940 8.287 -1.805 0.12
H 2.456 -6.355 4.408 0.16
H 1.991 0.785 -1.600 0.10
F -3.980 -0.954 -0.247 0.13
F -0.148 -3.186 -4.307 0.13
H -5.326 3.369 9.344 0.10
H 10.327 6.699 -10.339 0.09
H 10.884 -3.783 -0.270 0.12
H 2.245 -3.043 5.434 0.10
C -0.202 -4.237 2.737 0.05
C 6.261 -5.599 -1.533 0.00
N -5.991 -0.286 -4.042 -0.06
N -5.224 7.208 -0.550 -0.26
H -1.167 9.003 9.733 0.09
H 0.978 0.718 -2.959 0.12
H -5.019 -3.612 -7.480 0.14
H -5.362 -1.500 3.439 0.11
H -2.506 4.693 7.252 0.14
H -3.742 -3.528 5.906 0.15
C -0.888 -4.826 -8.794 0.05
F 4.278 0.161 -0.661 0.10
N 9.708 -1.809 2.099 -0.08
O -0.828 2.338 -2.819 -0.12
H 3.207 -0.957 -2.510 0.11
H -8.551 -11.405 5.547 0.13
C -5.341 -0.742 -6.268 0.06
H 5.776 -8.005 -2.639 0.11
H 4.577 2.975 5.678 0.16
C -6.365 -5.272 3.784 0.06
C -4.585 4.901 -0.017 -0.14
H 3.325 -0.592 3.814 0.13
H -4.874 -1.134 -2.451 0.13
C 1.610 3.867 -0.413 0.00
N -3.476 5.523 8.868 -0.30
H -8.505 6.855 -1.092 0.09
C 3.538 0.460 3.736 0.05
H -3.932 7.889 10.528 0.11
C 6.813 -4.650 -0.732 0.06
H -6.364 -7.988 3.097 0.16
H 3.087 -4.654 5.661 0.11
C -4.618 -1.970 4.097 0.08
H -3.501 1.687 -2.818 0.05
H -5.019 4.161 0.665 0.12
C 2.129 -1.122 -2.541 -0.10
H -4.817 7.482 1.487 0.14
N -1.665 -6.605 -1.471 -0.07
C 10.603 -2.522 1.347 0.02
H 0.112 -7.557 -1.957 0.16
H 2.916 0.386 6.409 0.11
F -2.833 -2.284 1.282 0.08
C -0.406 -6.990 -1.168 0.01
N -1.825 -3.977 -8.047 -0.07
H -7.149 -10.262 3.712 0.15
H -7.720 -11.483 7.111 0.09
C -6.237 8.265 -0.376 -0.14
C -3.617 5.899 0.577 -0.17
C -1.828 2.972 -2.343 -0.67
C -4.654 3.959 7.358 -0.12
C 2.028 3.626 0.889 0.05
H -1.766 -7.864 -3.206 0.13
B 3.422 -3.300 1.904 -1.22
H 6.148 5.077 -11.055 0.09
O -1.767 3.886 -1.469 -0.07
H 0.569 4.047 -0.602 0.12
H -7.644 9.388 -1.200 0.12
H -1.644 4.771 9.449 0.11
H -2.338 9.471 11.024 0.10
C -1.286 2.004 1.475 -0.09
H -1.756 -0.708 -1.480 0.09
H 4.344 1.189 6.816 0.11
F -3.858 -3.216 -0.530 0.11
F -0.085 -5.192 -3.236 0.15
H 1.492 -4.321 6.432 0.12
H -6.585 4.273 8.572 0.12
C -5.506 4.158 8.630 -0.12
C -3.119 -4.194 -8.098 0.01
H -0.118 -1.975 -0.178 0.13
H 10.737 5.615 -11.657 0.08
C -3.250 2.738 -2.948 0.00
C -3.522 5.017 7.484 -0.12
C -6.773 -9.153 6.771 0.01
H -5.024 5.572 10.379 0.15
C -1.898 -5.411 0.537 0.07
C -6.938 0.485 -3.174 0.05
H -3.492 -4.960 -8.728 0.16
H -3.732 5.778 6.741 0.13
F 6.222 1.019 -1.465 0.12
C 10.168 -1.044 3.342 0.07
F 6.093 0.249 0.586 0.22
N 0.259 -0.248 -1.250 -0.24
F -0.954 -5.128 -5.369 0.05
H -7.615 6.720 -2.653 0.06
C 5.901 5.532 -10.141 0.04
H 11.007 5.154 -10.047 0.09
H -3.285 -5.391 -1.099 0.13
H -2.183 0.976 -0.042 0.10
C -6.261 -7.873 6.533 0.07
C -3.443 -2.335 -6.668 -0.12
H -0.252 -2.932 -7.155 0.15
H 4.870 5.342 -9.901 0.11
C 8.137 -4.283 -0.926 -0.07
C 10.290 5.672 -10.687 -0.08
H 9.081 3.944 -10.826 0.13
H -1.705 -1.478 -5.862 0.15
H -5.332 4.085 6.485 0.13
H -3.211 5.688 1.576 0.13
C 3.929 0.519 6.074 0.04
C -5.953 -4.002 3.525 0.03
H -4.003 6.559 -2.207 0.10
H 9.890 -4.719 -2.076 0.15
C 5.859 4.157 -7.062 -0.15
F -1.631 -0.994 5.070 0.13
H -6.502 1.438 -2.851 0.11
H 6.048 6.249 -7.710 0.14
C 0.735 -1.403 -0.475 -0.07
C 2.132 -4.139 5.555 0.03
H -8.941 7.819 -2.490 0.09
H 1.293 -1.090 0.385 0.12
C 1.022 -6.271 2.764 0.03
H -3.966 3.473 -2.555 0.05
N 6.878 4.950 -9.168 -0.27
H -1.308 -0.140 1.065 0.11
H -6.421 5.746 0.410 0.13
C 3.642 2.472 2.452 -0.07
C -2.673 4.625 9.767 0.05
C 4.171 3.010 0.054 0.05
H -7.272 -0.113 -2.318 0.12
C -1.313 -3.038 -7.264 0.00
H -2.777 5.029 10.800 0.12
C 8.902 5.030 -10.779 -0.21
H 6.069 -4.197 -0.129 0.10
C -5.769 5.784 -0.441 -0.08
H 2.545 -2.502 -0.837 0.10
C -7.156 8.514 -1.532 -0.22
H 1.114 -7.006 0.309 0.11
H -1.151 -4.751 -9.859 0.13
H 6.862 -7.789 -3.934 0.09
C 6.933 3.474 -9.119 -0.11
N 1.437 -4.626 4.380 -0.07
F 4.558 -3.199 1.068 0.11
C 1.385 0.118 -2.153 -0.12
H -6.653 8.917 -2.406 0.12
H -0.563 1.886 2.297 0.07
H 9.940 0.014 3.095 0.13
H -5.634 -0.656 -7.288 0.14
H -1.842 6.775 8.494 0.13
C 7.899 -2.467 0.731 0.07
C -4.296 -1.493 -5.739 -0.09
F -0.243 0.772 4.884 0.12
H 6.403 2.177 -7.496 0.11
H -3.501 8.053 0.494 0.15
C 8.215 5.530 -9.552 -0.18
B -0.364 -0.595 4.704 -1.34
H -0.807 -5.817 -8.359 0.11
H 11.209 -1.233 3.439 0.09
B 5.683 0.039 -0.631 -1.38
F 2.826 -2.108 2.376 0.10
C -2.333 -7.044 -2.718 0.05
F 2.407 -3.991 1.225 0.12
F 3.825 -4.010 3.071 0.09
H 8.821 5.446 -8.676 0.12
H 1.958 5.039 -2.928 0.13
C 0.531 -3.813 3.800 0.03
C -4.957 5.482 9.292 -0.04
H -3.292 -2.236 -3.999 0.12
C -0.596 -5.865 0.906 -0.07
H -3.312 -7.350 -2.381 0.11
H -1.212 2.973 0.955 0.07
H 8.804 -6.574 -3.290 0.16
H -4.340 -5.835 6.421 0.12
H -5.884 -7.311 7.437 0.16
C 3.751 3.316 -1.218 0.03
C -7.589 -11.319 6.084 0.07
N -4.993 -3.456 4.321 -0.04
C -8.094 7.381 -1.962 -0.07
H -3.437 7.440 8.141 0.12
H 4.254 3.202 -2.162 0.15
H 0.881 0.974 0.337 0.14
H 1.777 -1.496 -3.499 0.10
F 5.999 -1.305 -1.017 0.08
H -4.443 -1.542 5.097 0.11
C -0.905 -0.524 -2.137 0.04
H 5.213 2.654 0.108 0.14
N -7.078 -9.951 5.777 -0.07
H 0.976 3.602 -2.777 0.05
H -2.510 7.058 11.028 0.12
H -0.902 -3.543 2.301 0.12
H 5.387 -6.770 -3.758 0.13
F -2.022 -4.106 -3.625 0.17
H -6.346 5.519 -1.328 0.12
H -2.752 9.688 9.431 0.07
H 5.225 -5.843 -1.430 0.15
C -6.189 -0.169 -5.367 0.01
H 3.366 0.540 1.561 0.13
C -4.088 -1.586 -4.352 0.06
C 3.463 1.094 2.498 0.07
H -5.325 6.322 8.721 0.13
C 8.850 -4.998 -1.870 0.05
C -2.855 6.902 8.833 -0.11
H 7.915 3.274 -8.765 0.13
H -2.280 1.931 1.942 0.09
C 1.980 3.934 -2.746 0.04
H -7.191 -5.683 3.270 0.13
H -7.815 0.684 -3.777 0.10
H 6.882 3.096 -10.153 0.15
H -3.019 3.617 9.677 0.10
H -2.392 -6.182 -3.384 0.08
C 0.092 -5.444 2.189 -0.15
C 8.251 -5.985 -2.578 0.02
C 8.763 -3.310 0.063 -0.07
C -6.943 -9.590 4.499 0.01
H -6.996 -9.500 7.800 0.18
H 4.039 4.304 3.599 0.14
H 7.917 -1.006 2.450 0.15
C -5.785 -6.029 4.831 -0.13
C 4.100 2.541 4.784 0.00
C -6.536 -8.318 4.167 0.06
C 6.254 -7.258 -3.265 0.05
C 1.676 -5.827 3.880 0.00
C 10.179 -3.249 0.289 0.07
H -1.156 0.316 -2.772 0.08
H -3.684 -1.991 3.579 0.07
H 6.250 4.014 -6.037 0.12
H 9.711 -1.500 4.216 0.11
H 4.805 4.397 -6.927 0.11
F 0.621 -1.339 5.363 0.10
H 1.087 -2.915 -1.943 0.09
H 0.451 -2.823 4.210 0.11
C 3.301 3.135 1.105 -0.12
H -3.236 3.001 -4.005 0.08
C 8.428 -1.721 1.820 0.03
H -5.688 9.146 -0.071 0.15
H -0.120 1.765 -1.005 0.09
H 11.623 -2.512 1.770 0.16
H 1.266 -7.340 2.470 0.17
C -0.027 0.897 -0.334 -0.14
H 4.506 -0.353 6.031 0.10
N 6.961 -6.264 -2.429 -0.07